26
Properties=species:S:1:pos:R:3:forces:R:3 method="wB97M-V/def2-TZVPD" spin_multiplicity=2 e_lumo_ev="-4.041 / -4.749" s_squared=0.755 orbital_gap_ev="7.97 / 8.80" relative_energy_ev=0.000 molar_mass_g_mol=297.733 homo_ev="-12.008 / -13.551" total_charge=+1
Cu -0.5999 -0.0621 -1.6964 0.477 0.001 0.663
O 1.9968 -0.0714 -3.4280 -3.788 -0.057 1.754
O -3.5247 -0.0732 -0.8526 2.094 -0.026 -2.198
O -1.0037 3.1505 -2.0047 0.089 -4.002 -0.161
O 0.0311 -0.0446 -7.0914 -0.196 0.002 3.318
O -0.9488 -3.2732 -1.9287 0.287 3.894 -0.527
N -0.0126 -0.0339 0.2792 -0.285 0.115 -0.690
C 1.3469 0.1468 4.3330 0.423 -0.006 1.053
C -2.6242 -0.0891 -1.6459 -2.494 -0.143 1.285
C -0.8631 -2.1334 -2.0863 -0.362 -4.707 0.551
C 0.9541 -0.0750 -2.9295 4.632 0.181 -1.989
C -0.0392 -0.0442 -5.9444 0.128 -0.002 -3.373
C -0.4552 -0.8952 1.1936 0.299 -0.633 0.823
C 0.8898 0.0629 2.9241 0.353 0.170 0.817
C 0.0043 -0.8799 2.5011 -0.920 -0.435 -0.554
C 0.8578 0.8999 0.6762 0.830 0.101 0.645
C 1.3379 0.9472 1.9795 -0.148 0.733 -1.283
C -0.9667 1.9987 -2.0609 -0.067 4.738 0.116
H 2.4277 0.0413 4.4136 0.151 0.067 -0.204
H 1.1119 1.1058 4.7979 -0.059 0.132 -0.264
H -1.1518 -1.7004 0.9604 0.024 0.450 -0.567
H 2.0342 1.7148 2.2304 0.411 0.410 0.163
H 0.9459 -0.6024 5.0186 -0.249 -0.131 -0.429
H -0.3746 -1.5873 3.2036 -0.277 -0.479 0.244
H -2.6365 -0.1243 -2.7960 -0.926 0.058 0.666
H 1.2626 1.6219 -0.0463 -0.428 -0.432 0.140

---

79
Properties=species:S:1:pos:R:3:forces:R:3 method="wB97M-V/def2-TZVPD" spin_multiplicity=2 e_lumo_ev="3.767 / 3.765" s_squared=0.752 orbital_gap_ev="6.74 / 7.40" relative_energy_ev=0.163 molar_mass_g_mol=926.923 homo_ev="-2.978 / -3.632" total_charge=-2
Pd 0.3127 -1.4541 0.2950 0.256 0.010 -0.067
Br 5.3843 0.1444 4.4779 -0.009 -0.002 -0.005
S -0.6190 -4.2420 -0.7175 0.027 -0.024 -0.055
P -0.0653 2.2879 -1.0063 0.007 0.010 -0.130
P -5.1522 5.8242 1.3583 0.077 0.124 0.070
F -5.3422 6.4978 2.8235 -0.007 -0.021 -0.025
F -4.9436 5.1623 -0.1040 0.007 -0.021 -0.046
F -6.3350 6.7653 0.7704 0.012 0.001 -0.008
F -6.2323 4.6851 1.7351 -0.018 -0.017 -0.006
F -3.9550 4.8919 1.9471 -0.083 -0.003 -0.010
F -4.0558 6.9711 0.9875 -0.005 -0.021 -0.006
O 0.0438 0.8900 -0.5094 -0.042 -0.038 0.052
O 0.2988 -4.8151 -1.6732 0.015 0.037 0.014
O -0.2884 -4.4173 0.6762 -0.004 0.002 0.012
O -2.7481 -1.4810 -1.8621 -0.038 -0.078 0.051
O 4.4500 -1.2610 -3.1798 -0.039 -0.042 0.051
N -0.9601 -2.6914 -1.0500 -0.178 -0.003 0.132
N 3.5479 -1.6217 -1.1389 -0.056 0.179 0.084
C -1.0524 4.2157 0.7587 0.208 0.064 0.062
C 3.4665 2.0003 -2.9927 -0.008 -0.026 0.066
C -2.2394 -4.8773 -1.0517 -0.004 0.014 0.006
C 3.3990 -1.5519 3.3104 -0.009 0.000 0.001
C 1.2745 3.7135 -3.0425 -0.012 0.002 0.011
C 1.4707 4.8763 1.7348 0.040 -0.039 -0.069
C -0.9175 5.2102 1.7202 0.037 -0.112 0.096
C 3.4907 -1.5981 -2.4928 0.055 0.025 -0.081
C -3.9907 2.9105 -3.2697 0.008 -0.019 -0.002
C -3.2806 4.0323 -2.8601 0.003 0.037 -0.014
C -4.8556 -5.2992 -1.7357 0.001 -0.001 -0.002
C 2.1715 -2.0229 -3.0876 -0.003 0.033 -0.011
C -4.3341 -4.0158 -1.8339 -0.007 -0.001 -0.003
C -2.0857 3.8818 -2.1770 -0.021 -0.038 -0.057
C 1.7723 -0.8866 1.5933 -0.040 0.022 -0.028
C -2.7340 -6.1628 -0.9518 0.008 -0.002 -0.009
C 2.3466 3.9337 -3.8916 0.014 -0.022 0.006
C -4.0644 -6.3613 -1.2996 0.000 0.002 0.000
C 2.3906 1.7832 -2.1393 0.013 -0.001 -0.003
C -2.3133 1.4821 -2.3080 0.049 -0.022 0.049
C -3.5090 1.6400 -2.9954 0.000 0.012 0.013
C -2.2379 -2.5230 -1.4887 0.067 -0.024 -0.104
C -1.5997 2.6035 -1.8980 0.033 0.031 0.027
C 1.3444 3.9230 0.7382 0.064 -0.065 0.035
C 3.9189 -0.2712 3.3157 0.017 0.018 0.010
C 3.3997 0.7146 2.4965 -0.010 -0.013 0.006
C 3.4410 3.0759 -3.8672 0.024 0.019 -0.009
C 1.2908 2.6338 -2.1622 0.015 0.047 -0.011
C 2.3405 0.3940 1.6531 -0.010 0.004 0.032
C 2.3391 -1.8390 2.4548 0.010 -0.022 -0.017
C 0.0846 3.5798 0.2515 -0.357 0.035 -0.060
C -3.0104 -3.8221 -1.4824 0.006 -0.001 0.008
C 0.3405 5.5204 2.2175 -0.081 0.161 -0.050
H 2.2928 -2.1540 -4.1599 0.002 0.009 0.008
H -1.5574 4.7574 -1.8217 -0.024 0.030 -0.025
H 3.8086 1.7173 2.5187 0.006 0.005 0.002
H 1.9350 1.1781 1.0254 -0.014 -0.036 0.005
H -2.1095 -6.9786 -0.6123 -0.002 -0.001 0.000
H 2.6951 -1.6383 -0.5839 0.007 -0.114 -0.041
H 3.8139 -2.3133 3.9591 0.002 0.000 -0.002
H -4.9383 3.0328 -3.7800 -0.002 0.008 -0.001
H 1.9486 -2.8526 2.4554 -0.004 0.001 0.004
H 4.3422 -1.1753 -0.7086 0.024 -0.037 -0.006
H 1.4203 -1.2513 -2.9003 -0.001 0.015 0.025
H -5.8909 -5.4813 -1.9970 0.001 0.001 -0.001
H -4.9289 -3.1751 -2.1662 0.000 0.001 0.001
H 2.2284 3.4351 0.3432 0.007 0.019 -0.021
H -2.0435 3.9663 0.4021 0.008 -0.013 0.071
H -1.9639 0.4873 -2.0594 -0.006 0.075 -0.014
H -4.0676 0.7588 -3.2836 0.007 -0.006 -0.004
H -4.4947 -7.3528 -1.2290 0.001 0.000 0.001
H 2.3267 4.7712 -4.5783 0.002 -0.003 -0.002
H 0.4413 6.2919 2.9717 -0.002 -0.028 0.027
H 2.4509 5.1249 2.1226 0.001 -0.002 0.000
H -1.8019 5.7176 2.0798 -0.013 -0.028 -0.005
H 2.3933 0.9491 -1.4479 -0.009 -0.058 -0.017
H 0.4183 4.3765 -3.0726 0.014 -0.004 -0.007
H -3.6786 5.0228 -3.0372 0.003 -0.001 0.025
H 4.2751 3.2457 -4.5375 -0.004 -0.004 -0.002
H 1.8019 -2.9402 -2.6314 -0.016 -0.042 0.025
H 4.3044 1.3144 -2.9735 -0.014 0.002 -0.053

---

26
Properties=species:S:1:pos:R:3:forces:R:3 method="wB97M-V/def2-TZVPD" smiles=CCc1ccccc1.CC e_lumo_ev=0.989 orbital_gap_ev=10.12 relative_energy_ev=2.886 molar_mass_g_mol=136.238 homo_ev=-9.130 total_charge=0
C -1.1599 -1.2037 0.0980 -3.490 -2.159 4.395
C -0.3859 -0.4816 -0.6659 1.663 3.384 -2.056
C -0.9142 0.8041 -1.1775 1.184 1.796 -3.729
C 0.9022 1.6627 2.2764 -1.317 -0.553 0.527
C 1.5095 1.9059 0.9493 4.909 -0.458 -0.621
C -0.7454 -2.3368 0.7810 2.747 1.008 -2.795
C -2.1361 0.5174 -2.0948 -1.266 0.255 -1.500
C 1.3747 -2.0571 -0.3940 1.346 0.802 -1.737
C 0.5818 -2.7029 0.4980 0.173 -2.637 3.206
C 0.8593 -0.8993 -1.0104 2.623 -2.003 -1.678
H 1.4379 -0.5712 -1.9291 -0.836 0.440 1.512
H 1.0247 2.1006 0.0023 -0.686 -0.477 0.279
H 1.4411 0.7723 2.7448 -1.386 1.302 -0.160
H -0.0406 1.3676 -1.8207 -2.152 -1.316 1.621
H 1.0512 -3.5239 1.1542 -0.849 0.937 -1.385
H 2.1074 2.7861 1.1390 0.377 0.659 -0.593
H -1.3919 -2.9883 1.2458 -1.238 -0.979 1.547
H 0.9669 2.5973 2.8634 0.104 -0.797 0.206
H -2.1363 -0.8273 0.4249 0.060 0.005 -0.604
H -2.3130 1.1075 -3.1432 1.258 -1.980 2.169
H -0.1699 1.5483 2.0608 0.062 -0.776 0.931
H -2.3326 -0.5900 -2.0286 0.444 0.961 -1.365
H -3.0514 0.8371 -1.6393 -0.524 0.602 0.865
H -1.2694 1.5012 -0.4388 0.333 0.146 0.669
H 2.3982 1.1396 0.8268 -1.957 1.159 -0.487
H 2.3919 -2.4656 -0.7225 -1.582 0.680 0.783

---

90
Properties=species:S:1:pos:R:3:forces:R:3 method="wB97M-V/def2-TZVPD" e_lumo_ev=2.025 orbital_gap_ev=3.17 relative_energy_ev=4.088 molar_mass_g_mol=845.661 homo_ev=-1.142 total_charge=-1
Co 5.7306 -4.4825 2.3507 -0.242 -0.083 0.100
Co 4.4758 -4.6413 4.5279 2.994 2.972 6.111
S 0.8704 -1.7047 3.7127 0.169 0.731 0.544
P 7.7577 -4.2158 2.6890 0.085 -0.231 -0.319
O 0.2771 -2.1625 0.8012 -0.339 0.373 -0.522
O 3.2806 1.7843 -2.6689 0.400 0.517 -0.109
O 5.8725 -6.1447 -0.0134 0.066 0.401 0.686
O 4.9972 -1.7315 1.7638 0.532 -0.850 0.455
O 4.0918 -1.7852 4.8185 -0.019 -1.924 0.046
O 3.2607 -5.9989 6.8005 0.413 0.866 -1.175
O 6.9879 -4.4448 6.0251 -1.370 0.067 -1.297
C 0.5852 -5.0757 4.3219 -0.339 0.485 0.404
C -0.7316 -4.9225 4.8002 0.523 -0.180 0.130
C -0.1874 -4.3118 2.1835 -0.633 -0.331 -0.188
C 2.0493 -2.3211 2.4414 -0.779 2.654 -1.348
C 3.3353 -4.7255 3.2195 -2.447 -1.734 -3.688
C 10.3102 -4.9659 -0.4646 -0.197 0.059 0.083
C 7.9663 -0.7379 4.8511 0.064 -0.109 -0.141
C 9.6692 -5.0547 0.7719 -0.202 0.330 -0.296
C 1.4393 -1.8630 1.1164 1.070 -0.776 1.395
C -1.4756 -4.1232 2.6669 0.278 -0.359 -0.044
C 2.2452 -4.0718 2.5499 -0.547 -1.251 0.236
C 9.7292 -2.3510 3.3966 -0.253 0.356 0.392
C 1.7123 -0.1574 4.1540 -0.026 -0.102 0.423
C 8.6580 -8.0299 3.8074 -0.061 0.274 -0.041
C 4.1767 -2.9490 4.7221 0.244 2.664 0.368
C 8.6919 -4.1109 1.1079 0.306 0.040 0.418
C -0.6389 -0.7548 3.1695 -0.121 -0.250 -0.100
C 9.2882 -0.3324 4.6620 0.075 -0.291 0.135
C 7.5169 -1.9407 4.2975 0.205 0.205 -0.024
C 0.8844 -4.5542 3.0496 0.732 0.466 -0.521
C 5.2242 -2.8429 2.0539 -0.492 1.482 -1.310
C 2.8909 0.1331 0.5944 0.272 -0.545 -0.436
C 9.5009 -5.4587 4.5358 -0.024 -0.633 -0.104
C 10.1818 -1.1751 3.9962 -0.094 -0.117 -0.291
C 8.5262 -5.6236 3.5466 0.591 -0.084 -0.044
C 8.3888 -2.7375 3.5498 0.405 0.247 -0.068
C 3.2440 3.1555 -2.2436 0.132 -0.863 -0.060
C 9.5872 -7.8679 4.8393 0.203 0.209 -0.179
C 3.6976 -5.4521 5.8761 -0.658 -1.763 1.752
C 2.0355 -1.2718 -1.1893 0.563 0.208 -0.163
C 4.3615 -5.6554 3.0794 -1.349 -0.459 -3.178
C 3.3558 1.0455 -0.3401 -0.090 0.076 -1.071
C 2.5029 -0.3820 -2.1400 0.493 0.757 0.326
C -1.7182 -4.3221 4.0278 -0.379 -0.154 -0.050
C 5.8230 -5.5001 0.9551 -0.185 -0.140 -0.347
C 9.0356 -2.9792 -0.9977 -0.123 -0.098 0.318
C 10.0428 -6.5843 5.1645 -0.246 0.007 0.024
C 6.0764 -4.5283 5.3064 1.529 -0.878 1.423
C 3.1301 0.8163 -1.7160 -0.934 -0.219 0.949
C 8.3877 -3.0515 0.2378 0.244 -0.271 -0.260
C 8.1177 -6.9125 3.1652 0.212 -0.176 0.357
C 2.2580 -1.0481 0.1883 -0.768 0.395 -0.359
C 9.9781 -3.9466 -1.3575 0.120 0.012 0.213
H 3.2435 3.7310 -3.1639 0.050 0.118 0.047
H 2.7527 -0.3564 4.4004 -0.336 -0.015 0.174
H 10.4074 -2.9606 2.7956 -0.162 0.140 0.238
H -0.3692 0.2521 2.8332 0.146 -0.415 -0.159
H 1.3481 -5.5218 4.9739 -0.348 0.390 -0.457
H 1.6719 0.5460 3.3279 -0.149 -0.088 -0.135
H 8.7922 -2.1630 -1.6742 0.069 -0.166 0.042
H -1.2192 -0.6562 4.0984 0.266 -0.193 -0.191
H 10.8206 -6.4389 5.9137 -0.234 -0.146 -0.036
H -1.2295 -1.2753 2.4153 0.371 -0.114 0.136
H -2.6979 -4.0972 4.4555 0.223 -0.224 -0.128
H 4.3373 -6.7238 2.8916 -0.280 0.101 -0.044
H 8.3481 -9.0252 3.4851 0.039 0.224 0.218
H -2.2790 -3.8613 1.9817 0.124 0.070 0.132
H 1.1468 0.2334 5.0048 0.280 0.084 -0.033
H 3.8447 1.9570 -0.0039 -0.168 -0.140 -0.081
H 9.9128 -5.8575 1.4710 -0.032 0.263 -0.274
H 7.3602 -7.0499 2.3856 0.304 0.192 0.326
H 2.9625 -1.7067 2.5810 -0.561 -0.715 0.238
H 2.3330 -4.0207 1.4352 -0.020 -1.392 0.458
H 4.1050 3.4096 -1.6246 0.133 0.066 -0.127
H 1.4809 -2.1458 -1.5307 0.132 0.159 0.344
H 0.0430 -4.2573 1.1255 -0.257 0.263 0.284
H 2.3440 3.3600 -1.6623 -0.137 -0.061 -0.020
H 2.3676 -0.5259 -3.2136 -0.113 -0.014 0.342
H 10.4781 -3.8912 -2.3222 -0.105 0.008 0.140
H -0.9954 -5.2763 5.7984 0.225 0.171 -0.161
H 6.4746 -2.2469 4.4222 0.559 0.199 -0.150
H 11.2377 -0.9255 3.9213 -0.184 0.169 -0.077
H 9.9686 -8.7434 5.3709 -0.031 0.298 -0.203
H 11.0661 -5.7067 -0.7100 -0.074 0.117 -0.127
H 9.6403 0.6303 5.0347 -0.124 -0.282 0.069
H 3.0210 0.3878 1.6388 0.012 -0.264 0.010
H 7.2780 -0.1255 5.4330 0.130 -0.062 -0.220
H 9.8195 -4.4558 4.8198 -0.026 -0.343 -0.041
H 7.6420 -2.2967 0.5173 0.277 -0.378 -0.093